120
Properties=species:S:1:pos:R:3 method="wB97M-V/def2-TZVPD" e_lumo_ha=0.128 total_energy_ev=-122615.3161 orbital_gap_ev=5.156 charge=-2 homo_ev=-1.672
Bi -0.400 0.051 0.204
C 3.164 3.465 7.798
O 4.045 3.573 6.701
C 3.668 2.943 5.542
C 2.573 2.092 5.440
C 2.285 1.489 4.221
C 3.059 1.741 3.092
C 4.144 2.605 3.212
C 4.458 3.192 4.427
C 2.685 1.101 1.801
C 2.301 1.918 0.757
C 1.986 3.329 0.884
C 1.521 3.721 -0.322
C 1.570 2.544 -1.190
N 2.025 1.491 -0.537
C 1.079 2.491 -2.569
C 0.166 1.527 -2.969
C -0.785 1.731 -4.076
C -1.622 0.685 -4.080
C -1.156 -0.235 -3.040
C -1.609 -1.532 -2.815
C -2.794 -2.065 -3.533
C -2.979 -1.957 -4.907
C -4.139 -2.407 -5.536
C -5.140 -3.001 -4.784
O -6.322 -3.464 -5.311
C -6.640 -3.031 -6.613
C -4.958 -3.173 -3.416
C -3.808 -2.710 -2.806
C -0.938 -2.437 -1.929
N -0.099 -2.101 -0.943
C 0.424 -3.274 -0.423
C 1.349 -3.403 0.596
C 1.665 -4.788 1.049
C 2.930 -5.329 0.871
C 3.234 -6.623 1.286
C 2.253 -7.390 1.901
O 2.445 -8.675 2.344
C 3.709 -9.247 2.105
C 0.984 -6.858 2.100
C 0.697 -5.573 1.677
C 2.037 -2.347 1.261
C 2.949 -2.477 2.365
C 3.314 -1.203 2.713
C 2.638 -0.329 1.799
N 1.881 -1.046 0.948
C -0.133 -4.393 -1.153
C -0.982 -3.881 -2.072
N -0.135 0.344 -2.350
C 1.574 3.480 -3.559
C 1.666 3.144 -4.916
C 2.143 4.022 -5.885
C 2.588 5.279 -5.514
O 3.067 6.225 -6.389
C 2.986 5.909 -7.759
C 2.598 5.614 -4.166
C 2.123 4.731 -3.216
H 3.568 4.105 8.579
H 3.107 2.438 8.171
H 2.157 3.804 7.539
H 1.929 1.903 6.289
H 1.428 0.829 4.128
H 4.745 2.821 2.336
H 5.310 3.854 4.531
H 2.025 3.894 1.803
H 1.062 4.668 -0.564
H -0.856 2.620 -4.682
H -2.498 0.556 -4.695
H -2.188 -1.536 -5.515
H -4.235 -2.303 -6.608
H -7.671 -3.327 -6.795
H -5.999 -3.499 -7.368
H -6.554 -1.945 -6.705
H -5.738 -3.661 -2.844
H -3.691 -2.831 -1.734
H 3.696 -4.728 0.395
H 4.229 -7.013 1.122
H 3.667 -10.260 2.498
H 4.507 -8.699 2.616
H 3.938 -9.286 1.035
H 0.236 -7.467 2.594
H -0.289 -5.151 1.835
H 3.258 -3.400 2.831
H 3.993 -0.891 3.493
H 0.114 -5.431 -0.991
H -1.547 -4.413 -2.823
H 1.391 2.146 -5.228
H 2.194 3.688 -6.913
H 3.328 6.788 -8.300
H 1.959 5.677 -8.057
H 3.627 5.061 -8.019
H 3.001 6.578 -3.876
H 2.187 5.022 -2.181
S -1.025 1.826 2.440
C -2.375 2.791 1.931
C -2.878 3.749 2.826
C -3.991 4.531 2.555
C -4.448 5.483 3.528
N -4.799 6.243 4.319
C -4.652 4.369 1.327
C -4.151 3.448 0.415
C -3.016 2.665 0.667
S -2.481 1.624 -0.631
C -5.810 5.148 0.993
N -6.736 5.775 0.716
H -2.367 3.871 3.772
H -4.653 3.323 -0.535
C -2.452 -0.544 4.552
C -0.980 -0.812 4.723
N -0.472 -0.604 5.994
O -0.275 -1.206 3.826
H -2.955 -0.331 5.496
H -2.908 -1.410 4.070
H -2.547 0.309 3.876
H -0.973 -0.013 6.633
H 0.534 -0.595 6.054
Cl -2.230 -2.863 1.507
C -2.324 -1.154 0.917
H -2.743 -0.566 1.733
H -3.024 -1.152 0.083